Molecular formula: C4H5FS2
Method: DFT, wB97M-V/def2-TZVPD

```
! wB97M-V def2-TZVPD RIJCOSX def2/J DEFGRID3
* xyz 0 1
S -2.1318 0.0510 -0.9951
S 0.4924 2.3511 -0.1601
F 1.5082 -1.4612 0.0140
C 1.7665 -0.2244 -0.5857
C -0.5543 -0.1789 0.0564
C 0.5960 0.6856 -0.2447
C -1.8017 0.0819 1.0731
H -0.1113 -1.3298 0.1174
H -2.2082 1.2631 1.2886
H -2.1352 -0.8440 1.7239
H 2.7734 0.1557 -0.5400
H 1.8061 -0.5503 -1.7479
*
```

Computed properties:
HOMO-LUMO gap   7.75 eV
SMILES   FCC(=S)[C@H]1CS1
Relative energy (zero: lowest compared OMol25 entry of this formula, charge and spin)   75.5 kcal per mole